This record from OMol25 describes a cluster of 4 separate species, C16H32O12 in total in a non-equilibrium geometry. The level of theory is ωB97M-V/def2-TZVPD.

Computed properties:
SMILES string: CCOC(=O)OC.CCOC(=O)OC.CCOC(=O)OC.CCOC(=O)OC
Charge: 0
Energy relative to the best compared isomer or geometry (same formula, charge and spin) (kcal per mole): 37.3
Orbital gap (eV): 11.05

Geometry (Å):
C: -2.34 -0.07 -5.47
C: -0.81 -0.27 -5.28
O: -0.15 0.84 -4.64
C: 1.14 0.65 -4.29
O: 1.88 -0.27 -4.55
O: 1.49 1.67 -3.63
C: 2.59 1.57 -2.68
H: -2.81 -0.03 -4.49
H: -2.73 -0.96 -5.97
H: -2.65 0.78 -6.08
H: -0.41 -0.45 -6.27
H: -0.74 -1.11 -4.58
H: 2.32 0.79 -1.96
H: 2.85 2.52 -2.20
H: 3.44 1.31 -3.30
C: 7.28 3.41 5.34
C: 8.61 2.78 5.75
O: 9.50 2.46 4.66
C: 9.35 1.31 4.01
O: 8.57 0.42 4.35
O: 10.22 1.22 3.01
C: 10.30 -0.03 2.24
H: 6.61 3.62 6.17
H: 6.66 2.70 4.80
H: 7.49 4.31 4.77
H: 8.33 1.94 6.38
H: 9.19 3.40 6.43
H: 9.29 -0.40 2.12
H: 10.73 -0.86 2.80
H: 10.82 0.05 1.29
C: -0.03 3.46 4.00
C: -0.84 2.88 2.83
O: -1.39 1.68 3.17
C: -0.78 0.51 2.82
O: 0.30 0.32 2.26
O: -1.62 -0.45 3.17
C: -1.30 -1.78 2.86
H: -0.16 4.53 4.14
H: 1.04 3.34 3.83
H: -0.13 2.94 4.95
H: -0.39 2.92 1.84
H: -1.61 3.64 2.68
H: -0.71 -1.93 1.95
H: -2.14 -2.46 2.69
H: -0.76 -2.15 3.73
C: -6.54 -5.14 -1.97
C: -6.82 -3.98 -2.93
O: -8.21 -3.95 -3.35
C: -8.93 -2.85 -3.20
O: -8.68 -1.78 -2.61
O: -10.04 -2.99 -3.95
C: -10.92 -1.88 -4.09
H: -6.96 -6.11 -2.22
H: -6.96 -4.95 -0.98
H: -5.47 -5.36 -1.87
H: -6.11 -3.95 -3.75
H: -6.48 -3.11 -2.37
H: -11.89 -2.13 -4.52
H: -10.44 -1.13 -4.72
H: -11.08 -1.46 -3.09

Here are the Mulliken charges for atoms 1 to 2, given in e:
1 C -1.212
2 C -0.151

This record from OMol25 describes a structure of composition C16H32O14S3 in a non-equilibrium geometry. The level of theory is ωB97M-V/def2-TZVPD.

Computed properties:
Charge: 0
Orbital gap (eV): 11.12

Geometry (Å):
C: -3.50 -4.90 -5.43
C: -2.89 -4.43 -4.12
C: -3.05 -2.92 -3.87
C: -1.80 -2.26 -3.30
O: -2.16 -1.35 -2.23
C: -1.53 -0.15 -2.26
O: -2.44 0.93 -1.93
S: -1.56 2.25 -1.98
O: -2.15 3.18 -1.10
O: -1.22 2.65 -3.30
O: -0.26 1.55 -1.38
C: -0.42 0.10 -1.24
C: -0.67 -0.15 0.26
C: -1.73 -1.15 0.62
O: -2.90 -0.90 0.69
O: -1.21 -2.39 0.96
C: -1.77 -3.51 0.34
C: -3.17 -3.86 0.71
O: -1.07 -4.16 -0.38
H: -3.07 -5.85 -5.76
H: -4.57 -5.00 -5.34
H: -3.30 -4.17 -6.22
H: -3.35 -4.96 -3.29
H: -1.83 -4.70 -4.08
H: -3.30 -2.43 -4.81
H: -3.88 -2.72 -3.20
H: -1.16 -3.02 -2.87
H: -1.24 -1.73 -4.06
H: -1.13 0.09 -3.25
H: 0.55 -0.29 -1.55
H: 0.26 -0.42 0.75
H: -0.99 0.79 0.70
H: -3.78 -3.81 -0.18
H: -3.57 -3.15 1.43
H: -3.17 -4.85 1.15
O: 4.26 1.91 -1.34
S: 3.98 3.30 -1.54
O: 4.96 4.13 -2.17
O: 3.55 3.93 -0.15
C: 4.44 3.74 0.97
C: 5.68 4.61 0.91
C: 2.44 3.49 -2.36
H: 4.69 2.68 1.05
H: 3.83 4.01 1.84
H: 6.32 4.33 0.07
H: 6.25 4.50 1.83
H: 5.41 5.66 0.78
H: 1.70 2.87 -1.85
H: 2.58 3.16 -3.38
H: 2.15 4.53 -2.33
O: 0.41 0.66 3.11
S: -0.07 0.32 4.42
O: -1.11 1.10 5.01
O: 1.17 0.23 5.40
C: 2.06 1.37 5.46
C: 1.47 2.54 6.22
C: -0.53 -1.38 4.47
H: 2.34 1.65 4.45
H: 2.94 0.99 5.97
H: 0.61 2.97 5.71
H: 2.23 3.32 6.33
H: 1.14 2.23 7.21
H: 0.27 -1.98 4.04
H: -1.44 -1.48 3.88
H: -0.71 -1.66 5.50

Here are the Mulliken charges for atoms 1 to 2, given in e:
1 C -1.321
2 C -0.357

This record from OMol25 describes a structure of composition C16H32O2OsP2 in a non-equilibrium geometry. The level of theory is ωB97M-V/def2-TZVPD.

Computed properties:
Charge: +2
Multiplicity: 5
Energy relative to the best compared isomer or geometry (same formula, charge and spin) (kcal per mole): 129.2
Orbital gap (alpha / beta) (eV): 7.28 / 6.35

Geometry (Å):
P: 2.48 1.37 1.23
P: 0.15 -3.32 -1.67
C: -0.52 -0.34 -1.50
C: -0.77 -1.74 -1.26
H: -0.68 0.27 -2.38
H: -0.51 1.60 -0.77
H: -0.86 -1.70 -0.11
H: -1.85 -1.94 -1.57
C: 0.13 -3.12 -3.41
H: 0.69 -3.98 -3.80
H: 0.64 -2.19 -3.71
H: -0.90 -3.13 -3.80
C: -0.56 -4.53 -0.53
H: -1.66 -4.59 -0.65
H: -0.29 -4.32 0.51
H: -0.12 -5.49 -0.81
C: 3.38 2.76 0.38
H: 4.40 2.83 0.71
H: 2.82 3.63 0.66
H: 3.34 2.60 -0.69
C: 2.63 1.43 3.09
H: 2.50 0.41 3.46
H: 1.83 2.09 3.41
H: 3.62 1.80 3.34
Os: -0.61 0.30 0.42
C: -2.55 -0.09 0.38
C: -2.50 0.47 -0.96
C: -2.73 1.88 -1.30
C: -2.20 2.84 -0.16
C: -0.87 2.32 0.34
C: -0.88 1.65 1.78
C: -2.17 1.30 2.44
C: -3.26 0.60 1.55
C: 3.89 0.15 1.22
H: -2.67 -1.15 0.45
H: -2.79 -0.20 -1.78
H: -3.77 2.12 -1.59
H: -2.20 2.06 -2.25
H: -2.04 3.82 -0.68
H: -3.02 2.98 0.57
H: -0.05 3.00 0.15
H: 0.11 1.55 2.26
H: -2.58 2.22 2.86
H: -1.94 0.60 3.25
H: -3.78 -0.17 2.17
H: -4.04 1.32 1.23
H: 3.19 -0.71 1.58
H: 4.85 0.18 1.88
H: 4.14 0.07 0.13
O: 3.52 -2.91 -2.19
C: 2.71 -2.32 -1.55
O: 1.58 -2.97 -1.02
H: 2.76 -1.30 -1.26

Here are the Mulliken charges for atoms 1 to 2, given in e:
1 P 0.778
2 P 0.746

This record from OMol25 describes a structure of composition C16H33AsN2O4SSeTi. The level of theory is ωB97M-V/def2-TZVPD.

Computed properties:
Charge: +2
Multiplicity: 3
Energy relative to the best compared isomer or geometry (same formula, charge and spin) (kcal per mole): 2.3
Orbital gap (alpha / beta) (eV): 8.08 / 9.44

Geometry (Å):
Ti: -0.34 0.69 0.22
C: 0.53 1.67 3.09
C: 1.09 0.29 2.84
O: 1.47 0.16 1.45
C: 2.73 0.79 1.13
C: 2.64 1.46 -0.23
O: 1.34 2.01 -0.33
C: 1.15 3.34 -0.82
C: -0.31 3.41 -1.24
O: -1.14 2.64 -0.35
C: -1.78 3.32 0.75
C: -0.90 3.25 1.98
O: -0.52 1.88 2.14
H: 1.29 2.44 2.96
H: 0.14 1.74 4.11
H: 0.33 -0.47 3.01
H: 1.94 0.09 3.49
H: 3.51 0.02 1.14
H: 2.96 1.53 1.90
H: 2.77 0.74 -1.04
H: 3.41 2.23 -0.31
H: 1.79 3.54 -1.68
H: 1.39 4.06 -0.03
H: -0.44 2.95 -2.22
H: -0.66 4.44 -1.30
H: -2.71 2.78 0.92
H: -2.00 4.35 0.49
H: -1.44 3.60 2.86
H: 0.01 3.86 1.86
C: -3.27 -0.89 -2.41
As: -3.66 -1.35 -0.59
C: -3.38 -3.23 -0.40
C: -5.52 -1.00 -0.32
S: -2.56 -0.27 0.89
H: -3.99 -1.40 -3.05
H: -2.26 -1.22 -2.66
H: -3.36 0.18 -2.55
H: -4.01 -3.77 -1.11
H: -3.63 -3.52 0.61
H: -2.33 -3.45 -0.60
H: -6.11 -1.62 -1.00
H: -5.72 0.05 -0.51
H: -5.78 -1.24 0.71
C: 0.52 -3.34 0.63
N: 1.73 -2.94 -0.08
C: 2.98 -3.50 0.10
C: 3.80 -2.93 -0.81
N: 3.04 -2.03 -1.53
C: 3.54 -1.27 -2.67
C: 1.77 -2.03 -1.07
Se: 0.32 -1.07 -1.75
H: 0.78 -4.14 1.32
H: -0.22 -3.70 -0.08
H: 0.10 -2.50 1.17
H: 3.16 -4.26 0.84
H: 4.84 -3.10 -1.02
H: 4.29 -0.55 -2.33
H: 2.71 -0.75 -3.13
H: 3.99 -1.95 -3.39

Here are the Mulliken charges for atoms 1 to 2, given in e:
1 Ti 0.705
2 C -0.550

This record from OMol25 describes a cluster of 3 separate species, C16H33BClO6 in total in a non-equilibrium geometry. The level of theory is ωB97M-V/def2-TZVPD.

Computed properties:
Charge: -1
Orbital gap (eV): 7.38

Geometry (Å):
C: 3.81 -0.56 2.55
C: 2.96 -1.71 1.96
C: 1.50 -1.31 1.81
C: 0.57 -2.46 1.44
C: -0.72 -2.01 0.74
O: -0.97 -0.63 0.86
B: -2.42 -0.48 0.58
Cl: -2.82 0.52 -1.00
O: -2.94 -1.88 0.42
C: -2.05 -2.64 1.18
C: -2.06 -4.11 0.80
C: -2.25 -2.50 2.73
O: -3.52 -1.99 3.07
O: -3.29 -0.93 4.03
H: 4.04 -0.76 3.59
H: 4.73 -0.39 1.99
H: 3.23 0.36 2.50
H: 3.36 -2.00 0.98
H: 3.04 -2.59 2.61
H: 1.17 -0.85 2.75
H: 1.43 -0.52 1.06
H: 1.10 -3.17 0.78
H: 0.31 -3.01 2.35
H: -0.70 -2.22 -0.34
H: -2.97 0.10 1.50
H: -1.68 -4.25 -0.22
H: -1.44 -4.68 1.49
H: -3.08 -4.52 0.86
H: -2.20 -3.50 3.17
H: -1.48 -1.87 3.16
H: -4.20 -0.66 4.19
C: 3.88 4.56 1.18
C: 5.24 4.65 0.50
C: 6.02 3.57 1.24
O: 5.07 2.57 1.61
C: 3.74 3.06 1.41
H: 3.06 4.97 0.58
H: 3.90 5.09 2.13
H: 5.15 4.39 -0.56
H: 5.71 5.63 0.57
H: 6.49 3.97 2.14
H: 6.80 3.10 0.63
H: 3.30 2.56 0.54
H: 3.14 2.82 2.29
C: -4.44 0.61 -4.25
C: -4.91 0.07 -5.60
C: -3.87 0.66 -6.55
O: -2.66 0.76 -5.81
C: -2.93 0.55 -4.41
H: -4.79 0.04 -3.40
H: -4.77 1.65 -4.12
H: -4.85 -1.02 -5.61
H: -5.93 0.36 -5.86
H: -4.17 1.67 -6.88
H: -3.70 0.05 -7.43
H: -2.54 -0.43 -4.12
H: -2.41 1.30 -3.82

Here are the Mulliken charges for atoms 1 to 2, given in e:
1 C -0.838
2 C -0.408

This record from OMol25 describes a cluster of 2 separate species, C16H33Cl2F3O6P2S in total in a non-equilibrium geometry. The level of theory is ωB97M-V/def2-TZVPD.

Computed properties:
SMILES string: CCCCCC[PH2](/C(Cl)=C(\C)Cl)S(=O)(=O)C(F)(F)F.CCOP(=O)(OCC)OCC
Charge: 0
Orbital gap (eV): 8.63

Geometry (Å):
C: -6.35 0.91 -1.61
C: -5.20 1.14 -0.58
C: -5.75 0.86 0.88
C: -5.01 1.84 1.87
C: -3.70 1.11 2.34
C: -2.75 2.18 2.97
P: -0.93 1.85 2.73
C: -0.81 3.20 1.40
Cl: -0.68 4.88 2.01
C: -0.82 3.03 0.08
C: -0.93 1.64 -0.55
Cl: -0.72 4.40 -1.04
S: -0.86 0.34 4.39
O: 0.06 0.84 5.40
O: -2.16 -0.02 4.93
C: -0.11 -1.23 3.69
F: 0.05 -2.12 4.66
F: 1.05 -1.01 3.07
F: -1.01 -1.72 2.81
H: -6.64 -0.16 -1.58
H: -6.04 1.17 -2.63
H: -7.26 1.47 -1.32
H: -4.37 0.45 -0.80
H: -4.92 2.20 -0.62
H: -6.84 0.98 0.94
H: -5.52 -0.19 1.16
H: -4.81 2.82 1.41
H: -5.71 1.97 2.72
H: -3.26 0.51 1.53
H: -4.04 0.46 3.17
H: -2.94 3.16 2.49
H: -2.98 2.33 4.04
H: -0.03 2.62 3.51
H: -0.35 0.86 1.90
H: -0.65 1.75 -1.62
H: -1.94 1.19 -0.51
H: -0.14 0.98 -0.13
C: 1.98 -4.29 -2.55
C: 2.01 -3.29 -1.41
O: 3.17 -2.46 -1.45
P: 3.27 -1.35 -2.66
O: 2.27 -0.32 -2.19
O: 4.63 -0.53 -2.21
C: 4.61 0.84 -1.83
C: 4.44 0.99 -0.33
O: 4.19 -2.36 -3.60
C: 5.62 -2.43 -3.59
C: 6.19 -3.02 -2.32
H: 1.88 -3.78 -3.51
H: 1.15 -4.98 -2.43
H: 2.92 -4.86 -2.59
H: 1.11 -2.67 -1.41
H: 2.04 -3.82 -0.45
H: 3.85 1.40 -2.38
H: 5.57 1.27 -2.12
H: 3.56 0.45 0.03
H: 4.34 2.04 -0.05
H: 5.30 0.56 0.19
H: 6.05 -1.45 -3.82
H: 5.89 -3.07 -4.43
H: 5.95 -2.43 -1.44
H: 7.28 -3.08 -2.40
H: 5.79 -4.02 -2.16

Here are the Mulliken charges for atoms 1 to 2, given in e:
1 C -1.415
2 C -0.065

This record from OMol25 describes the ion C16H33Cl2N4OP2 with charge +1 in a non-equilibrium geometry. The level of theory is ωB97M-V/def2-TZVPD.

Computed properties:
SMILES string: CCNc1c([C@H](Cl)[C@H](C)Cl)n([PH2]=N)c(P(C)C)[n+]1CCCCCOC
Charge: +1
Orbital gap (eV): 7.52

Geometry (Å):
C: -1.75 0.41 5.07
C: -1.63 0.74 3.44
N: -2.23 -0.46 2.73
C: -1.41 -0.91 1.55
C: -0.26 -2.08 1.56
C: 0.36 -3.02 2.75
Cl: -0.78 -4.46 3.17
C: 0.66 -2.25 4.16
C: 1.73 -1.02 4.07
Cl: 1.48 -3.54 5.28
N: 0.24 -2.20 0.12
P: 1.48 -3.36 -0.50
N: 3.00 -2.78 -0.46
C: -0.51 -1.17 -0.73
P: -0.40 -0.80 -2.60
C: -1.89 -1.76 -3.38
C: 1.25 -1.37 -3.37
N: -1.52 -0.36 0.12
C: -2.41 0.76 -0.42
C: -1.51 2.16 -0.28
C: -1.01 2.74 -1.76
C: 0.51 3.34 -1.75
C: 1.50 2.76 -2.93
O: 1.25 3.37 -4.27
C: 2.54 3.84 -4.84
H: -2.63 1.03 5.58
H: -0.73 0.50 5.64
H: -2.08 -0.73 5.17
H: -0.54 0.99 3.11
H: -2.33 1.67 3.26
H: -3.24 -0.26 2.44
H: 1.37 -3.51 2.39
H: -0.35 -1.98 4.69
H: 1.33 -0.05 3.53
H: 1.98 -0.68 5.19
H: 2.76 -1.28 3.57
H: 1.31 -4.57 0.28
H: 1.04 -3.71 -1.85
H: 2.91 -1.82 -0.04
H: -1.51 -2.71 -3.94
H: -2.68 -2.10 -2.58
H: -2.44 -0.99 -4.11
H: 1.51 -0.67 -4.27
H: 1.05 -2.47 -3.81
H: 2.14 -1.39 -2.57
H: -3.42 0.82 0.20
H: -2.74 0.61 -1.54
H: -2.21 2.95 0.29
H: -0.58 1.99 0.44
H: -1.73 3.67 -1.98
H: -1.22 1.97 -2.62
H: 0.99 3.00 -0.71
H: 0.53 4.53 -1.80
H: 1.54 1.59 -2.97
H: 2.60 3.11 -2.64
H: 3.03 4.70 -4.22
H: 3.31 2.96 -4.98
H: 2.31 4.28 -5.91

Here are the Mulliken charges for atoms 1 to 2, given in e:
1 C -0.970
2 C 0.143

This record from OMol25 describes a cluster of 6 separate species, C16H33Cl4N3O6 in total in a non-equilibrium geometry. The level of theory is ωB97M-V/def2-TZVPD.

Computed properties:
SMILES string: O=C1OCCO1.CNC(C)=O.CNC(C)=O.CNC(C)=O.ClCCCl.ClCCCl
Charge: 0
Energy relative to the best compared isomer or geometry (same formula, charge and spin) (kcal per mole): 0.0
Orbital gap (eV): 9.09

Geometry (Å):
O: -0.23 -1.47 2.33
C: 0.79 -1.52 1.66
O: 0.88 -1.59 0.31
C: 2.09 -2.24 -0.12
C: 2.96 -2.11 1.17
O: 2.03 -1.91 2.19
H: 1.86 -3.29 -0.32
H: 2.64 -1.71 -0.89
H: 3.63 -1.26 1.06
H: 3.56 -3.00 1.39
C: 0.83 2.09 2.92
N: 1.54 2.51 4.13
C: 0.88 3.07 5.18
C: 1.72 3.52 6.36
O: -0.32 3.17 5.12
H: 0.71 1.02 3.02
H: 1.42 2.14 2.00
H: -0.16 2.55 2.81
H: 2.55 2.46 4.12
H: 1.24 3.66 7.33
H: 2.19 4.46 6.07
H: 2.44 2.73 6.57
C: -3.72 -1.28 2.17
N: -2.93 -2.34 2.78
C: -3.46 -3.50 3.17
C: -2.48 -4.54 3.74
O: -4.64 -3.86 3.07
H: -4.02 -0.48 2.84
H: -4.60 -1.56 1.60
H: -2.99 -0.85 1.48
H: -1.97 -2.03 2.89
H: -1.81 -4.24 4.54
H: -1.86 -4.95 2.94
H: -3.04 -5.43 4.03
C: 1.23 1.01 -5.11
N: 2.36 1.38 -4.29
C: 2.95 0.75 -3.27
C: 4.21 1.35 -2.71
O: 2.43 -0.29 -2.86
H: 1.62 0.60 -6.04
H: 0.55 1.87 -5.22
H: 0.61 0.30 -4.56
H: 2.74 2.27 -4.60
H: 5.16 0.83 -2.85
H: 3.97 1.50 -1.65
H: 4.28 2.33 -3.18
Cl: -1.48 -1.41 -5.89
C: -2.48 -0.16 -5.11
C: -3.14 0.83 -6.07
Cl: -2.03 1.68 -7.10
H: -1.91 0.39 -4.36
H: -3.20 -0.76 -4.55
H: -3.61 1.63 -5.50
H: -3.82 0.35 -6.78
Cl: -0.72 2.09 -2.47
C: -0.41 0.66 -1.48
C: -1.56 0.42 -0.50
Cl: -1.90 1.69 0.64
H: 0.53 0.77 -0.94
H: -0.24 -0.08 -2.26
H: -1.37 -0.50 0.06
H: -2.50 0.24 -1.02

Here are the Mulliken charges for atoms 1 to 2, given in e:
1 O -0.629
2 C 0.668